1.
Below is C24H43BN10PbSi4Te as an isolated structure at a distorted geometry, with properties calculated with wB97M-V/def2-TZVPD.

The geometry in XYZ format:
```
84
Properties=species:S:1:pos:R:3:forces:R:3:mulliken_spin:R:1
Pb 1.06713 -3.23195 0.34157 0.9 -1.0 -0.5 0.012
C 3.61415 0.45571 -0.49692 -1.1 -1.3 1.9 -0.008
C 3.51434 -0.93580 -0.66149 -2.0 0.2 0.7 0.002
N 2.71121 -1.48269 0.30622 1.1 0.5 -0.1 0.003
N 2.41121 -0.47798 1.21707 0.2 -0.9 -2.2 -0.008
C 2.83745 0.66094 0.68108 1.1 1.4 -0.5 0.008
B 1.84032 -0.86684 2.61011 -0.9 0.7 0.3 0.002
N 0.24391 -0.95642 2.41540 -2.0 -1.1 1.4 0.003
C -0.77111 -0.55355 3.25512 0.0 -0.7 -1.3 -0.002
C -2.01372 -1.10813 2.84966 1.6 0.2 -0.5 -0.003
C -1.67846 -1.88732 1.72135 2.0 0.5 1.0 0.004
N -0.29337 -1.85970 1.53754 -2.2 1.5 0.2 0.014
N 2.41462 -2.25599 3.05589 1.7 -0.3 -0.2 0.000
C 3.66943 -2.36529 3.57437 0.6 -1.7 -0.4 0.000
C 4.20276 -3.66704 3.30071 -0.9 1.5 0.3 0.000
C 3.22141 -4.28516 2.51969 -0.7 1.1 0.8 0.000
N 2.12953 -3.44815 2.43092 0.4 -0.6 -1.1 0.000
N 2.13319 0.23750 3.60508 -0.2 1.3 2.2 0.000
C 2.27773 0.10636 4.99485 -1.1 1.6 -0.4 0.000
C 1.88593 1.29107 5.63874 0.6 -0.7 -2.3 0.000
C 1.57314 2.16607 4.53157 0.3 -2.4 -0.1 0.000
N 1.69590 1.55453 3.34571 -0.1 -0.7 0.8 0.000
H 4.26276 1.15265 -0.99544 -0.2 0.1 -0.2 0.001
H 3.75288 -1.52743 -1.52274 0.5 -0.3 0.0 0.000
H 2.54727 1.60304 1.12412 0.5 -0.1 0.4 0.003
H -0.60017 0.10939 4.07470 0.3 0.3 0.3 0.000
H -2.97657 -0.95087 3.35001 0.6 -0.2 -0.4 0.000
H -2.31151 -2.47902 1.07431 0.1 -0.1 0.1 -0.005
H 4.17779 -1.55407 4.08673 -0.3 -0.1 -0.1 0.000
H 5.13073 -4.07712 3.70334 -0.4 0.2 -0.4 0.000
H 3.25185 -5.28775 2.06061 -0.3 0.8 0.3 0.000
H 2.60107 -0.80222 5.44431 0.1 -0.5 0.2 0.000
H 1.86363 1.50072 6.70065 0.1 0.0 -0.3 0.000
H 1.15868 3.14149 4.58513 0.0 0.8 -0.1 0.000
C -4.26627 0.84907 0.24319 0.2 -0.1 -0.9 -0.012
Si -3.49553 2.54766 -0.07049 -2.2 -0.5 1.9 0.035
C -4.56430 4.01463 -0.48428 0.5 -0.7 -0.5 0.006
C -2.75054 2.75743 1.65360 1.4 0.6 0.6 0.001
Si -1.74499 2.43909 -1.64468 0.9 -1.0 0.8 0.007
Te -1.01626 -0.02872 -1.85678 0.1 1.0 1.2 0.794
Si 0.04447 3.99575 -1.15854 1.7 1.6 -0.7 0.027
C -0.66290 5.65355 -1.58321 -1.8 0.0 0.4 0.006
C 1.57472 3.75907 -2.16698 -0.8 -1.9 -0.4 0.000
C 0.56381 3.68249 0.60073 -1.4 -0.3 1.0 0.000
Si -1.84841 0.46655 -4.12280 -0.7 -1.3 -4.5 0.005
C -2.80671 1.86313 -4.90806 0.9 3.1 2.8 -0.010
C -3.03013 -0.89558 -4.60878 -0.9 -0.6 1.8 0.023
C -0.30649 0.17798 -5.18251 0.7 0.7 0.6 0.038
H -4.16305 0.58999 1.30732 -0.3 0.2 -0.4 0.002
H -3.59243 0.16339 -0.29503 -0.5 -0.3 0.1 0.026
H -5.30374 0.72758 -0.11195 0.5 -0.1 0.1 0.001
H -4.94795 4.44678 0.44205 -0.2 0.0 -0.2 0.003
H -5.33988 3.73777 -1.20891 0.0 0.3 0.3 -0.001
H -3.86281 4.70478 -0.94635 -0.3 0.6 -0.1 -0.001
H -3.49554 2.28612 2.32742 0.3 0.2 -0.6 0.000
H -2.64821 3.81005 2.01666 0.2 -0.7 -0.5 0.000
H -1.78436 2.21019 1.81157 -0.8 0.5 0.0 0.000
H -0.74528 5.85864 -2.66475 0.2 -0.1 0.5 0.000
H -0.01504 6.37364 -1.09342 0.4 0.3 -0.1 0.002
H -1.66882 5.85570 -1.12528 0.7 -0.2 -0.4 0.000
H 1.40909 3.95919 -3.22415 0.3 0.1 0.0 0.000
H 1.88574 2.70161 -2.03953 0.0 0.4 -0.3 0.003
H 2.36968 4.32684 -1.73715 0.5 0.8 0.1 0.000
H -0.15821 4.09550 1.33698 0.5 -0.1 -0.4 0.001
H 1.57035 4.04331 0.86472 -0.3 0.1 -0.5 0.000
H 0.55048 2.60637 0.77053 0.2 -0.2 0.2 0.002
H -3.66245 2.17179 -4.27041 0.1 -0.2 -0.6 0.000
H -3.15002 1.55161 -5.86756 -0.1 -0.5 -0.7 -0.001
H -2.17491 2.79214 -5.00965 -0.7 -0.8 -0.2 0.000
H -4.05121 -0.69129 -4.19703 0.7 -0.3 -0.2 0.004
H -2.70765 -1.88314 -4.24785 -0.2 0.1 -0.3 0.003
H -3.15715 -0.91536 -5.68415 0.3 0.1 -0.3 0.001
H 0.53926 0.76279 -4.77139 -0.1 -0.4 -0.4 0.001
H -0.43979 0.50932 -6.22592 -0.4 0.1 0.4 0.007
H -0.04346 -0.87812 -5.23390 0.1 0.0 0.3 0.001
N 1.00249 -6.91324 -0.19163 0.3 0.0 -0.9 0.000
C 0.70491 -7.98000 -1.00420 0.0 0.6 0.2 0.000
C 1.31275 -7.74769 -2.21683 0.1 1.5 1.1 0.000
C 1.98882 -6.48158 -2.06425 -0.5 -1.2 0.3 0.000
N 1.80170 -5.97944 -0.84118 -0.3 -0.9 0.3 0.000
H 0.83701 -6.86227 0.81463 0.2 0.1 -0.7 0.000
H 0.03642 -8.78628 -0.68162 0.5 0.4 -0.1 0.000
H 1.21895 -8.33374 -3.09138 0.1 -0.5 -0.6 0.000
H 2.64873 -6.03402 -2.81679 -0.5 0.1 0.6 0.000
```
Forces are in eV/Å.

Summary:
**2S+1**: 2
**Orbital gap (spin up / spin down)**: 3.8 / 3.1 eV
**E**: -3130.67061 Eh
**Charge**: +3
**LUMO level (spin up / spin down)**: -11.57 / -12.23 eV

=====

2.
Below is C20H31NdO2 as an isolated structure at a distorted geometry, with properties calculated with wB97M-V/def2-TZVPD.

The geometry in XYZ format:
```
54
Properties=species:S:1:pos:R:3:forces:R:3:mulliken_spin:R:1
O -3.12078 -2.49173 -1.22408 -1.0 -1.3 -0.3 0.000
C -3.28890 -3.74177 -0.48099 0.2 0.2 0.4 0.000
C -4.19475 -4.37387 -1.53911 0.4 0.5 0.1 0.000
H -3.78051 -3.56090 0.48327 0.3 0.0 -0.1 0.000
H -2.32764 -4.25085 -0.34131 -0.1 0.2 0.1 0.000
C -4.01052 -3.01872 -2.26409 -0.5 -0.3 -0.5 0.000
H -5.21148 -4.57808 -1.20347 0.1 -0.1 -0.1 0.000
H -3.74321 -5.22696 -2.05299 -0.3 0.1 0.1 0.000
C -5.27726 -2.19712 -2.37466 0.0 0.3 0.0 0.000
H -5.78989 -2.11863 -1.41275 0.1 0.0 -0.1 0.000
H -5.96096 -2.64719 -3.10378 0.1 0.0 0.1 0.000
H -5.03405 -1.18678 -2.72192 -0.1 -0.1 0.1 0.000
C -3.32917 -3.14734 -3.60776 0.1 0.2 -0.1 0.000
H -2.41146 -3.73613 -3.53656 0.0 0.1 0.0 0.000
H -3.09532 -2.15628 -4.00988 0.1 -0.1 0.0 0.000
H -4.00175 -3.64382 -4.31674 0.1 0.0 0.1 0.000
Nd 2.16786 1.99235 1.23553 0.6 0.4 0.4 3.039
C 4.66356 2.22366 0.15306 0.1 -0.8 0.2 -0.004
C 4.87745 1.55820 1.39964 -0.1 -0.3 -0.6 -0.005
C 4.31370 0.24806 1.30239 0.1 0.3 -0.5 0.002
H 5.41860 1.96278 2.25828 -0.3 -0.2 -0.3 0.001
C 3.74925 0.10513 -0.00539 0.5 0.4 0.2 -0.001
C 3.95020 1.33544 -0.70993 0.4 -0.4 0.5 -0.007
H 3.66417 1.53400 -1.74338 0.1 0.0 0.4 0.001
H 5.05270 3.20425 -0.11595 -0.3 -0.2 0.1 0.002
H 4.35966 -0.52657 2.06950 -0.1 0.3 -0.2 0.002
H 3.33597 -0.81400 -0.42790 0.0 0.4 0.2 0.001
C 2.40509 4.67732 0.94665 -0.8 0.0 -0.4 -0.004
C 2.23359 4.19876 -0.38854 -0.6 0.1 0.4 -0.002
C 0.90963 3.67310 -0.50895 0.2 0.5 0.3 -0.001
H 2.95453 4.29154 -1.19815 -0.1 -0.2 0.3 0.002
C 0.24112 3.87767 0.73841 0.5 0.3 0.0 -0.010
C 1.16649 4.49014 1.64055 0.0 0.0 -0.6 -0.002
H 0.96663 4.77622 2.67490 0.1 -0.2 -0.4 0.000
H 3.29904 5.15696 1.35014 -0.3 -0.3 -0.1 0.002
H 0.46657 3.25023 -1.41508 0.2 0.2 0.4 0.002
H -0.81670 3.68383 0.93414 0.5 -0.1 0.0 0.000
O 0.51957 0.29681 0.85645 -0.7 -0.7 0.0 -0.003
C -0.06481 0.00675 -0.46136 0.0 0.2 0.7 0.003
C -0.65020 -1.38147 -0.33558 0.4 -0.4 -0.1 0.001
H 0.72870 0.08467 -1.21598 -0.1 0.0 0.3 -0.001
H -0.84005 0.75989 -0.65702 0.2 -0.1 0.1 0.000
C -0.89923 -1.59746 1.17184 -0.5 0.3 -0.2 0.001
H 0.07279 -2.11984 -0.71200 -0.2 0.1 0.1 0.000
H -1.56626 -1.47585 -0.91473 0.3 0.0 0.1 0.000
C 0.12293 -0.71232 1.86403 0.5 0.3 -0.4 0.001
H -0.81103 -2.65058 1.45907 0.0 0.2 0.0 0.000
H -1.91334 -1.26028 1.43304 0.2 -0.1 -0.1 0.000
H 1.03569 -1.25818 2.14561 -0.2 0.2 -0.1 0.000
H -0.27190 -0.18179 2.73867 0.1 -0.1 -0.2 -0.001
C 2.39347 2.13422 3.73937 -0.1 -0.1 -0.2 -0.019
H 1.46674 2.47567 4.23345 0.2 0.0 0.0 0.002
H 3.18128 2.87544 3.96201 -0.2 -0.2 0.1 0.000
H 2.69419 1.18143 4.21000 0.0 0.2 0.0 0.000
```
Forces are in eV/Å.

Summary:
**2S+1**: 4
**Orbital gap (spin up / spin down)**: 7.6 / 7.5 eV
**E**: -1492.50880 Eh
**Charge**: 0
**LUMO level (spin up / spin down)**: 0.31 / 0.31 eV

=====

3.
Below is a 3-piece molecular cluster, C4H13NO2 overall at a distorted geometry, with properties calculated with wB97M-V/def2-TZVPD.

The geometry in XYZ format:
```
20
Properties=species:S:1:pos:R:3:forces:R:3:mulliken_charge:R:1
C 0.19426 -2.65752 1.00170 -2.5 -2.3 2.6 -1.234
C 0.59909 -1.52785 0.24144 -1.3 3.4 -1.5 -0.358
C -0.30863 -0.61658 -0.27266 2.7 -1.0 1.0 -0.143
N 0.11998 0.58813 -0.83869 1.4 0.3 -1.4 -0.307
C -0.86058 1.11127 -1.75724 -1.4 1.3 2.0 -0.778
H 0.95562 -2.96496 1.73029 0.2 -0.3 -0.6 0.325
H -0.69816 -2.43887 1.82316 1.6 -0.7 -2.7 0.262
H 0.01400 -3.45032 0.19770 -0.3 0.2 1.9 0.254
H 1.68468 -1.46511 0.08573 -0.6 0.4 -0.4 0.513
H -1.42434 -0.65314 -0.20854 1.2 -0.4 0.4 0.336
H 1.11154 0.70785 -1.20285 -1.8 -0.8 1.1 0.225
H -1.57763 0.32640 -1.92813 -0.3 0.1 -1.1 0.283
H -1.40038 1.90234 -1.18091 -0.1 -0.7 -1.1 0.182
H -0.46428 1.64121 -2.57238 0.6 0.0 -1.5 0.374
H -1.58779 2.94801 0.34939 -1.0 0.9 0.2 0.304
H -0.75723 1.83764 0.51113 -0.7 -0.8 0.9 0.357
O -1.63960 2.13915 0.85748 1.6 0.0 -0.3 -0.657
H 1.56278 0.23450 1.03598 -0.3 -0.5 0.0 0.393
H 2.14860 1.57186 1.31243 0.3 0.1 -0.1 0.312
O 2.32806 0.76599 0.81497 0.4 0.6 0.4 -0.643
```
Forces are in eV/Å.

Summary:
**2S+1**: 1
**Orbital gap**: 8.7 eV
**E**: -365.34683 Eh
**Charge**: 0
**SMILES string**: C/C=C/NC.O.O
**LUMO level**: 0.75 eV

=====

4.
Below is the molecule CHBrN2 at a distorted geometry, with properties calculated with wB97M-V/def2-TZVPD.

The geometry in XYZ format:
```
5
Properties=species:S:1:pos:R:3:forces:R:3:mulliken_charge:R:1
C -2.04563 0.05240 0.47461 4.2 -0.3 -1.3 0.452
N -1.74252 0.35469 -0.68559 -2.3 -0.3 -1.9 -0.335
N -0.59752 0.47407 0.14717 3.7 0.9 1.3 -0.382
Br -2.95754 -0.68853 1.77448 -1.1 -0.6 0.9 0.055
H 0.44884 -0.06310 -0.17905 -4.5 0.2 1.0 0.211
```
Forces are in eV/Å.

Summary:
**2S+1**: 1
**Orbital gap**: 8.9 eV
**E**: -2722.04480 Eh
**Charge**: 0
**SMILES string**: BrC1=NN1
**LUMO level**: 0.42 eV